No. 1
Density functional theory data (ωB97M-V with the def2-TZVPD basis set) for the ion H2N3O3 with charge -1 at a distorted geometry.

```
8
Properties=species:S:1:pos:R:3
O 2.33050 -0.01319 -0.27409
N 1.15759 -0.15132 -0.03305
O 0.59300 -1.22889 -0.14670
N 0.38115 1.00322 0.33803
N -0.88742 0.64919 0.56241
O -1.62177 0.13142 -0.60990
H -0.95351 -0.05642 1.34485
H -0.99954 -0.33400 -1.18154
```

Its maximum force is 2.88 eV/A. As for the structure (SMILES): [O-][N+]([O-])=NNO. As for the charge: -1. Its LUMO energy is 4.711 eV. Its spin multiplicity is 1. For the calculated total energy, the calculation gives -10640.8920 eV. The molar mass is 92.0 g/mol.

***

No. 2
Density functional theory data (ωB97M-V with the def2-TZVPD basis set) for a cluster of 2 separate species, H2N4O2 in total at a distorted geometry.

```
8
Properties=species:S:1:pos:R:3
N -1.92468 0.53738 0.41043
N -1.97568 -0.40422 -0.17181
O -2.00482 -1.36387 -0.77386
N 1.41990 0.62473 -0.09572
N 1.47106 -0.37371 0.67692
O 0.49618 -1.09480 0.68820
H 0.43358 0.69856 -0.53193
H 2.08445 1.37592 -0.20223
```

Its maximum force is 5.07 eV/A. As for the structure (SMILES): N#[N+][O-].NN=O. As for the charge: 0. Its LUMO energy is 0.901 eV. Its spin multiplicity is 1. For the calculated total energy, the calculation gives -10083.4310 eV. The molar mass is 90.0 g/mol.

***

No. 3
Density functional theory data (ωB97M-V with the def2-TZVPD basis set) for a cluster of 2 separate species, H2N5O in total at a distorted geometry.

```
8
Properties=species:S:1:pos:R:3
N -2.55392 -1.71920 0.14848
N -1.65382 -1.07136 0.06057
N 3.23225 -1.24691 0.17732
N -0.47418 -0.67680 -0.06293
N 2.15853 -1.20563 0.12507
O -0.32675 0.57441 0.49952
H -0.49456 1.32869 -0.16504
H 0.67366 -1.10053 -0.20785
```

Its maximum force is 3.56 eV/A. As for the charge: +1. Its LUMO energy is -6.240 eV. Its spin multiplicity is 1. For the calculated total energy, the calculation gives -9518.4620 eV. The molar mass is 88.0 g/mol.

***

No. 4
Density functional theory data (ωB97M-V with the def2-TZVPD basis set) for an isolated molecule of H2N6 at a distorted geometry.

```
8
Properties=species:S:1:pos:R:3
N -1.00248 0.65098 -1.14912
N 0.01235 0.04989 0.07685
N 1.00412 0.76179 0.53749
N 1.69590 -0.10748 1.18274
N 1.06188 -1.24503 1.17873
N 0.03067 -1.18077 0.46852
H -1.64169 1.23186 -0.68270
H -1.16076 -0.16125 -1.61252
```

Its maximum force is 7.31 eV/A. As for the structure (SMILES): Nn1nnnn1. As for the charge: 0. Its LUMO energy is -0.021 eV. Its spin multiplicity is 1. For the calculated total energy, the calculation gives -8968.3912 eV. The molar mass is 86.1 g/mol.

***

Q: Among the records above, which one has the lowest maximum force?
A: H2N3O3

***

Please write out number 1 again, unchanged.
Density functional theory data (ωB97M-V with the def2-TZVPD basis set) for the ion H2N3O3 with charge -1 at a distorted geometry.

```
8
Properties=species:S:1:pos:R:3
O 2.33050 -0.01319 -0.27409
N 1.15759 -0.15132 -0.03305
O 0.59300 -1.22889 -0.14670
N 0.38115 1.00322 0.33803
N -0.88742 0.64919 0.56241
O -1.62177 0.13142 -0.60990
H -0.95351 -0.05642 1.34485
H -0.99954 -0.33400 -1.18154
```

Its maximum force is 2.88 eV/A. As for the structure (SMILES): [O-][N+]([O-])=NNO. As for the charge: -1. Its LUMO energy is 4.711 eV. Its spin multiplicity is 1. For the calculated total energy, the calculation gives -10640.8920 eV. The molar mass is 92.0 g/mol.

***

Q: Which of these has the highest charge?
A: H2N5O

***

Q: Among the records above, which one has the highest calculated total energy?
A: H2N6